ORCA calculation (the ωB97M-V functional and the def2-TZVPD basis) on a 19-piece molecular cluster, C81H197N19O11 overall in a non-equilibrium geometry.

Atoms and positions in Å:
1 O -3.50743 -3.29939 -1.65889
2 O -1.80327 -0.69210 -6.86810
3 O 5.40006 -2.60952 -1.92985
4 O -0.34233 5.94507 1.34227
5 O 0.21199 2.80624 -3.19837
6 O -1.03059 -8.29843 0.31753
7 O 3.64856 -1.69980 -7.03096
8 O 2.96785 -3.76144 2.32586
9 O 0.66977 9.18282 3.82858
10 O 4.19255 0.53942 4.34932
11 O 0.12961 -5.03939 -5.02195
12 N -0.10479 -6.29721 0.48717
13 N -1.47940 -6.16994 -5.75658
14 N 4.25215 5.30307 -2.09783
15 N -7.41136 0.36075 4.48628
16 N -0.35338 -2.46204 -6.48656
17 N -2.07199 3.65852 5.30120
18 N 3.71600 -2.23455 3.74328
19 N -0.54497 0.50168 0.38154
20 N 5.84568 -1.50030 -6.79499
21 N 2.37379 -9.41922 -3.54297
22 N -2.88627 -2.76396 5.11708
23 N 1.38780 7.18145 3.23439
24 N -5.53361 3.04138 -0.94735
25 N 0.44410 3.29270 -5.38582
26 N -1.64057 6.05254 -0.46940
27 N 7.52471 1.36357 -0.13917
28 N 3.70472 -2.74607 -3.42053
29 N 5.19157 2.36878 3.61691
30 N -5.48803 -2.30722 -1.76280
31 C 9.98693 0.92563 -0.71627
32 C 0.35367 2.42844 -4.35408
33 C 2.78288 2.38425 4.01889
34 C 5.09500 1.25043 0.57744
35 C 3.67302 6.28807 -3.02527
36 C 3.96092 3.15703 -3.39141
37 C 1.64165 -1.80695 2.49789
38 C -1.93610 0.06658 0.63212
39 C 4.43538 7.67043 -3.05601
40 C -5.45232 5.05944 0.70678
41 C -8.56834 -0.56803 4.52779
42 C 0.61236 -2.11515 -7.52282
43 C 0.62711 4.73389 -5.22953
44 C 5.42102 3.80817 3.57728
45 C -3.27826 -3.06224 6.42954
46 C 4.62099 -1.16445 -6.53463
47 C -0.00721 0.19404 -0.94979
48 C -5.64884 -1.97318 -3.12690
49 C -0.89857 3.67554 6.19743
50 C 7.65570 2.80668 0.02608
51 C -6.70625 2.66493 4.06360
52 C 1.89540 5.86301 3.57514
53 C -2.72118 -6.96093 -5.67605
54 C -2.11960 -0.29007 2.09517
55 C 3.53404 4.04977 -2.20577
56 C 3.71792 -10.10386 -1.56442
57 C 8.49997 0.76437 -1.11376
58 C 4.44411 -0.01031 -5.56431
59 C -4.50246 -2.92084 -1.09691
60 C -4.13019 3.31215 -1.30325
61 C 0.86749 2.55890 0.78875
62 C -3.72702 3.11223 -2.73310
63 C 4.10597 1.71067 4.03139
64 C -0.07751 -1.26543 -1.35245
65 C -2.47598 -2.26724 -5.15236
66 C 2.51362 8.39339 5.09787
67 C -8.28591 -1.82632 5.35654
68 C -0.77341 -1.40247 5.81091
69 C 6.21231 -2.58881 -7.64169
70 C -5.92004 -0.27616 2.57120
71 C -0.07765 -4.84192 0.56798
72 C -3.40076 -3.57700 3.95824
73 C 1.48714 8.28492 3.98047
74 C -1.33306 6.37378 0.76953
75 C 3.30312 -3.18470 -0.94796
76 C -4.53999 -2.99358 0.40952
77 C -1.17618 -7.08700 0.24750
78 C 4.29695 5.81746 -0.71093
79 C 6.16675 1.03322 -0.53927
80 C -7.34538 1.48231 -0.96507
81 C 4.21152 -2.83358 -2.14842
82 C 2.48593 -9.26106 -5.01591
83 C 1.09276 -9.26932 -5.76356
84 C -0.36505 2.21329 6.41867
85 C -1.50185 -1.75977 -6.24438
86 C 2.78511 -2.68955 2.89520
87 C -6.07135 -0.21530 4.12471
88 C -0.85842 5.30337 -1.39276
89 C -2.54543 -6.51620 0.05302
90 C -2.94707 -5.05432 4.03321
91 C 2.28926 -2.81883 -3.76376
92 C 4.74189 -3.03503 4.38088
93 C -2.29642 7.33376 1.52819
94 C -2.82467 4.04329 2.97186
95 C -1.73179 3.47865 3.92550
96 C -1.43628 -5.55481 -3.36562
97 C -5.83523 1.61205 -1.08799
98 C -7.81008 1.64733 3.85853
99 C 3.72907 -9.69159 -3.00756
100 C -5.89388 3.59465 0.40315
101 C -0.50045 1.90695 0.72929
102 C 2.95815 6.34032 -0.09564
103 C -3.16063 2.78004 5.74386
104 C 7.24165 3.65521 -1.19413
105 C 2.29987 -6.86203 -3.11245
106 C -0.88885 -5.61513 -4.72638
107 C -1.44028 -2.52582 4.93290
108 C 0.27201 0.91276 -4.66993
109 C -4.74082 -3.07304 6.77046
110 C 1.63857 -8.30637 -2.99437
111 C -3.90626 3.32158 6.97411
112 H 0.74152 7.14548 2.45905
113 H -2.73351 -1.47159 -4.45326
114 H -5.91531 5.45347 1.61148
115 H -0.96119 -1.54962 -1.92379
116 H 0.96070 -4.51572 0.50872
117 H -6.74310 -0.85136 2.14714
118 H -3.55412 2.06241 -2.96990
119 H 10.32359 1.96203 -0.69125
120 H -1.20668 -0.77646 2.43879
121 H 2.58431 -6.57516 -4.12481
122 H -2.98940 -0.93884 2.19841
123 H 0.57681 2.17638 6.96605
124 H 0.35822 5.24841 -6.15206
125 H 2.08350 8.14638 6.06848
126 H -2.40003 7.00230 2.56140
127 H -2.37277 4.17697 1.98900
128 H 5.05547 -2.65816 5.35439
129 H -5.91529 2.58909 3.31747
130 H 2.24706 5.52554 0.04064
131 H -6.27118 -2.14327 -1.14646
132 H -3.29252 7.40488 1.09134
133 H -2.18561 -4.76934 -3.26742
134 H 5.92654 1.53997 -1.47395
135 H -4.81967 -1.30626 -3.36313
136 H 2.98359 5.82311 3.52654
137 H 2.90818 -4.19638 -1.04073
138 H 1.19986 -9.50240 -6.82296
139 H -1.28999 -0.44609 5.72982
140 H -8.58565 2.02824 4.52299
141 H 7.09475 -2.25786 -8.18931
142 H 5.03610 3.01666 -3.28018
143 H 3.79978 3.39149 -1.37863
144 H 1.53793 1.98588 1.42926
145 H -3.38248 -5.63109 3.21721
146 H -0.47800 -4.45302 1.50423
147 H -4.90033 -3.40759 7.79551
148 H 1.83058 -1.84164 -3.91478
149 H -9.23111 -2.33216 5.55359
150 H 3.96800 8.38085 -3.73789
151 H 3.31231 7.66261 4.97079
152 H -3.94421 2.81007 4.98676
153 H -0.14132 4.35859 5.81259
154 H 10.63632 0.45558 -1.45482
155 H -1.05021 2.01534 1.66423
156 H 2.97827 -10.17685 -5.34306
157 H 1.64222 5.63142 4.60972
158 H 3.30176 -6.88533 -2.68376
159 H 8.72115 2.98057 0.17661
160 H -1.19389 4.10734 7.15369
161 H -4.49071 -3.58220 3.96790
162 H 2.64445 6.55822 -2.78614
163 H -6.98135 3.66882 0.39992
164 H 2.72746 3.07654 4.85898
165 H 3.82657 -1.23116 3.77633
166 H 6.46529 4.11869 3.61177
167 H 4.64381 4.99700 -0.08275
168 H 0.74513 3.57524 1.16315
169 H 3.83508 3.66188 -4.34921
170 H -3.67503 3.36193 2.94505
171 H 5.48329 7.48115 -3.28873
172 H -7.76905 1.68688 0.01818
173 H -0.76740 0.59127 -4.60376
174 H 3.11044 6.88621 0.83544
175 H -4.98958 -0.71385 2.20956
176 H -1.51194 2.44414 3.66173
177 H 6.01776 1.79088 3.55740
178 H 1.47804 -2.77366 -7.59391
179 H 5.48740 -3.00012 -8.34413
180 H -4.36818 5.13259 0.79285
181 H -1.07355 2.36497 -0.07685
182 H -3.20282 5.02890 3.24331
183 H -5.27592 -2.36949 0.91648
184 H -3.15903 -3.19359 2.96694
185 H -2.11924 -0.85617 0.08158
186 H 1.68927 4.95760 -5.13015
187 H 0.27108 -1.22268 5.55634
188 H -0.90697 -3.47482 4.98841
189 H -9.43169 -0.08251 4.98275
190 H 4.60068 1.00330 -5.93335
191 H 1.01020 0.57012 -0.84245
192 H 0.07512 5.10632 -4.36657
193 H 0.39275 -10.00545 -5.36833
194 H 2.45390 7.03187 -0.77062
195 H 1.44500 -1.07981 3.28573
196 H 7.48832 4.71492 -1.12855
197 H 2.04271 1.59873 4.17128
198 H -6.23473 2.60314 5.04439
199 H 1.02170 -1.12136 -7.34139
200 H 0.59926 -8.32312 -3.32248
201 H -2.76711 -4.00012 6.64681
202 H -2.83193 3.66457 -3.01919
203 H -0.11733 1.81754 5.43371
204 H 0.56397 -8.31737 -5.71592
205 H 4.09803 1.07238 0.17442
206 H 4.73602 -10.36027 -1.27147
207 H -3.31418 3.22882 7.88457
208 H -0.92164 5.76988 -2.37586
209 H 5.02688 2.30159 0.85762
210 H -2.49907 6.34692 -0.91261
211 H -5.41530 1.30420 -2.04559
212 H 0.15601 -1.98274 -0.56567
213 H 4.41990 8.10424 -2.05618
214 H 0.18625 -2.21237 -8.52135
215 H 6.18374 0.00009 -0.88632
216 H 0.70848 -1.36660 -2.10084
217 H 3.71617 5.93799 -4.05662
218 H 0.77137 -2.42882 2.28814
219 H 1.87110 -1.25163 1.58846
220 H -8.91014 -0.84418 3.53029
221 H -2.08134 -3.14290 -4.63701
222 H 0.73344 0.67452 -5.62829
223 H -7.67456 -2.52069 4.78017
224 H 0.79911 0.45814 -3.83114
225 H -5.30383 0.48164 4.46130
226 H 6.17790 3.65828 -1.43184
227 H -5.44968 -2.79533 -3.81428
228 H -4.16392 4.36687 6.80360
229 H -2.75356 -2.41477 7.13209
230 H -0.06870 -3.30487 -6.00833
231 H -1.30215 -2.14909 3.91944
232 H -6.60843 -1.47053 -3.24791
233 H 4.34246 -2.49502 -4.16239
234 H 5.06719 6.58866 -0.70140
235 H -7.83444 -1.65582 6.33389
236 H -1.88366 -6.45192 -2.93768
237 H 6.48644 -3.51146 -7.13015
238 H -5.89265 -1.18056 4.59846
239 H 3.92435 -3.11850 -0.05477
240 H 1.67019 -6.11238 -2.63324
241 H -1.03326 1.57029 6.99149
242 H 0.21333 5.36210 -1.20296
243 H -4.74045 2.63795 7.13189
244 H -4.52144 3.51029 -3.36440
245 H -5.26368 1.02103 -0.37237
246 H 1.54922 -8.49800 -1.92507
247 H 1.45074 5.10169 2.93423
248 H 3.08148 -10.98620 -1.49705
249 H -3.42656 -2.48141 -5.64086
250 H -1.89721 -5.21750 3.78981
251 H -1.85125 8.32870 1.53085
252 H 5.05177 -0.08922 -4.66285
253 H 2.47104 4.28812 -2.24251
254 H 8.40960 1.21612 -2.10160
255 H -0.96461 -6.17785 -6.62550
256 H -0.88326 -1.76014 6.83469
257 H 3.51081 2.16833 -3.30221
258 H -7.87942 2.09230 -1.69364
259 H -0.65471 -5.24318 -2.67271
260 H -3.94787 4.37694 -1.15804
261 H -7.48619 0.44917 -1.28269
262 H 2.60786 -2.34998 -0.85868
263 H -0.77744 -4.31592 -0.08143
264 H -0.82993 4.06991 3.76692
265 H -5.97485 0.69399 2.07734
266 H -1.19367 4.26929 -1.31290
267 H -3.16005 -7.33654 -0.31765
268 H -3.52154 -2.79571 0.74374
269 H 3.11092 -8.39930 -5.25016
270 H 1.22723 2.72334 -0.22695
271 H 5.60546 -2.94732 3.72159
272 H -5.38662 -3.75602 6.21858
273 H 7.75927 3.24829 -2.06280
274 H 3.40958 0.04933 -5.22625
275 H 6.63511 -0.96584 -6.46144
276 H 2.68679 2.90422 3.06573
277 H -2.52793 -5.57546 -0.49727
278 H -6.99493 3.71337 3.98909
279 H -2.72259 0.71764 0.25046
280 H 3.26410 -9.30930 -0.97213
281 H -2.22406 0.62131 2.68388
282 H -5.67826 5.74033 -0.11385
283 H 4.52523 -4.09682 4.49810
284 H -0.41662 0.91202 -1.66040
285 H -5.50631 2.91448 1.16161
286 H 1.68329 -3.34616 -3.02700
287 H 8.31553 -0.30365 -1.22960
288 H 4.42483 -8.86642 -3.15964
289 H 7.16931 3.11964 0.94997
290 H -2.94057 -6.26224 1.03661
291 H -2.91613 1.72040 5.81804
292 H 2.95909 9.38648 5.15631
293 H 4.13640 -10.54672 -3.54695
294 H 5.31319 0.65260 1.46238
295 H -3.18308 -5.59081 4.95223
296 H 10.11641 0.37596 0.21603
297 H -2.42370 -7.74993 -6.36676
298 H -3.39364 2.82264 -0.66608
299 H 0.76819 -6.79580 0.58419
300 H -4.78219 -4.00148 0.74652
301 H -8.14504 1.58456 2.82319
302 H 2.14887 -3.31933 -4.72181
303 H -3.54753 -6.33579 -6.01437
304 H 4.95087 4.27491 4.44285
305 H -5.23396 -2.10767 6.65657
306 H 0.55651 2.91368 -6.31523
307 H -3.04378 -7.30683 -4.69401
308 H 5.00533 4.27658 2.68516

Cartesian forces, eV/Å:
O 1.6 -0.9 -1.1
O 1.0 -2.7 1.4
O -0.3 0.0 -0.4
O 0.7 -0.2 -0.1
O 0.3 0.3 0.1
O -0.1 -0.4 -0.4
O -0.4 -0.6 -0.2
O -0.9 -0.8 0.1
O 0.3 0.6 -0.2
O 0.2 -1.0 0.1
O 2.9 1.8 0.6
N -0.2 1.1 -0.5
N -2.9 -1.8 0.5
N 0.0 0.8 -0.1
N -0.4 -0.5 0.2
N 0.0 0.1 -0.2
N -0.1 0.0 1.1
N -0.8 0.8 1.3
N -0.9 -1.0 0.7
N 2.5 -0.8 -0.4
N 0.4 -0.1 -1.6
N 0.4 2.2 -3.6
N 0.8 -1.6 -0.6
N 1.4 0.8 0.0
N 0.2 0.1 -0.6
N -1.1 0.8 -1.5
N 0.3 -0.6 -0.4
N -0.8 -0.3 0.8
N 1.7 0.9 -0.1
N -2.1 -0.3 2.7
C -0.7 -0.4 0.0
C -1.0 -0.8 0.3
C 0.1 0.2 0.2
C 0.6 0.4 -1.2
C 1.1 1.6 -0.1
C 0.6 1.0 0.4
C 0.0 0.5 0.4
C 0.9 -1.4 -0.4
C -0.2 -1.3 0.8
C 0.7 -0.7 -0.8
C 1.1 0.0 0.6
C -0.1 0.5 -0.5
C 0.5 -0.4 -0.3
C -0.8 0.3 0.1
C 0.8 -1.2 1.0
C -2.3 1.9 0.9
C -0.2 1.1 1.4
C 1.4 0.4 -0.8
C -0.7 -1.5 0.5
C 0.9 0.4 -0.5
C 1.0 0.7 -0.6
C 0.3 0.4 0.6
C 0.8 0.6 -1.1
C 0.1 0.6 -0.2
C 0.1 -0.7 -0.5
C -0.5 0.0 -0.1
C 0.5 0.9 0.5
C -0.5 0.6 0.8
C 0.4 0.7 0.1
C 0.2 1.3 0.6
C -0.5 0.2 -0.2
C -0.6 -0.5 -0.9
C -0.2 -0.2 0.0
C 0.7 0.4 -1.1
C 0.7 0.1 -0.8
C 0.5 -0.9 -0.2
C -0.3 -0.2 -0.5
C -1.2 -1.3 0.1
C 1.0 -1.2 -1.0
C -0.2 -0.5 0.2
C -0.4 0.1 0.6
C 0.0 -1.0 1.9
C -1.1 0.9 0.9
C -1.0 1.0 1.9
C 1.0 0.7 -0.8
C -0.6 -0.4 0.4
C 0.4 -0.9 0.9
C -0.5 0.0 -0.1
C -0.4 -0.8 0.2
C 0.4 -1.4 -0.9
C 0.8 0.1 0.4
C -1.4 -1.3 0.2
C 0.6 0.5 0.4
C 0.7 1.2 -0.1
C -0.5 2.1 -0.9
C 1.3 -1.0 -1.4
C -1.0 1.4 -1.7
C 1.1 -0.6 -0.1
C 0.2 0.4 0.4
C 0.2 -0.3 -1.0
C -0.1 0.0 -0.5
C 1.0 0.1 -1.0
C 0.4 -0.5 -0.5
C 0.6 -0.5 0.2
C -0.4 1.3 -0.7
C -0.5 0.0 1.6
C -0.2 2.1 0.4
C 1.0 -0.2 1.9
C -0.7 0.0 -0.2
C 0.0 0.7 -1.2
C 0.0 -0.1 -0.6
C 0.4 -0.2 -0.9
C -0.7 1.2 -0.2
C -0.2 -0.2 0.0
C 0.2 -1.4 -0.4
C 0.4 0.5 -0.5
C 0.0 1.3 -0.3
C 0.5 1.3 0.4
C -1.0 -0.2 0.1
C 0.8 1.2 1.4
C 0.9 -1.0 0.0
H -0.4 0.4 0.2
H 0.5 0.0 0.1
H 0.0 -0.3 0.0
H -0.4 0.0 0.5
H -0.2 0.2 -0.3
H -0.1 -0.2 -0.1
H 0.0 0.0 -0.2
H -0.1 0.0 0.4
H -0.1 -0.2 -0.1
H -0.8 0.2 -0.3
H 0.1 0.1 0.4
H 0.1 0.3 0.1
H -0.5 -0.1 0.1
H -0.4 0.2 -0.1
H 0.2 0.0 -0.1
H -0.2 -0.4 -0.2
H -0.4 0.3 0.0
H 0.2 -0.3 0.0
H 0.1 -0.1 0.3
H -0.1 0.3 -0.4
H 0.0 -0.1 -0.2
H -0.2 0.0 -0.2
H -0.5 0.5 -0.1
H -0.2 0.6 -0.3
H 0.1 -0.2 -0.3
H -0.5 0.3 0.0
H 0.3 0.0 0.0
H -0.2 -0.1 -0.2
H -0.7 -0.3 -0.4
H 0.0 -0.3 -0.2
H 0.2 -0.1 -0.1
H -0.4 0.4 0.6
H 0.2 0.0 -0.2
H -0.6 0.0 0.0
H 0.3 -0.4 0.8
H 0.3 0.2 0.2
H 0.1 0.3 0.2
H -0.1 -0.1 -0.1
H 0.1 -0.2 -0.1
H 0.2 0.0 -0.1
H 0.2 0.0 -0.4
H 0.0 -0.2 -0.3
H -0.2 -0.2 -0.2
H 0.2 0.2 -0.1
H 0.3 0.2 -0.2
H -0.1 -0.2 0.1
H -0.1 0.0 0.8
H 0.0 0.2 0.2
H -0.1 0.0 0.1
H -0.2 0.2 0.3
H -0.5 -0.4 0.0
H 0.0 -0.6 0.4
H -0.1 0.3 -0.1
H -0.1 0.1 0.7
H 0.1 -0.7 0.0
H 0.2 0.0 0.0
H 0.0 0.0 0.4
H -0.4 -0.4 -0.2
H 0.0 0.0 -0.4
H 0.0 0.2 -0.3
H 0.3 -0.3 0.0
H 0.0 0.1 -0.3
H 0.1 -0.2 0.1
H 0.0 -0.1 0.4
H 0.0 -0.3 -0.1
H -0.1 -0.1 0.1
H -0.2 -0.2 0.9
H -0.5 1.0 0.0
H 0.0 -0.1 0.4
H -0.3 0.9 0.0
H 0.2 -0.1 0.5
H 0.2 0.3 -0.2
H 0.5 0.5 0.4
H 0.3 -0.2 -0.2
H 0.1 0.1 0.5
H 0.0 -0.4 0.0
H 0.5 -0.1 0.4
H 0.2 0.5 0.1
H 0.4 -0.2 -0.6
H 0.5 -0.5 -0.3
H 0.0 -0.1 -0.2
H 0.3 -0.2 0.3
H 0.1 0.2 0.0
H -0.3 0.1 -0.1
H 0.3 0.0 0.3
H -0.1 0.2 -0.2
H -0.2 -0.4 0.1
H -0.2 0.0 -0.3
H 0.1 0.1 -0.5
H -0.5 -1.0 0.7
H 0.2 -0.1 0.4
H -0.3 -0.4 0.0
H 0.2 0.2 0.1
H 0.0 -0.6 0.0
H -0.1 0.2 0.4
H 0.2 0.2 0.1
H -0.6 -0.5 -0.2
H 0.3 0.1 0.2
H -0.1 0.4 0.8
H -0.6 0.0 -0.3
H -0.2 0.2 0.2
H -0.1 0.2 0.0
H -0.4 0.5 0.0
H -0.2 -0.3 0.5
H 0.2 -0.3 0.0
H -0.1 -0.5 0.1
H 0.0 0.1 0.1
H 0.1 0.0 -0.1
H 0.0 -0.3 -0.4
H -0.2 0.1 0.1
H -0.2 -0.3 0.1
H 0.1 -0.1 0.2
H 0.1 -0.2 -0.2
H 0.0 -0.1 0.4
H 0.0 -0.2 0.2
H -0.7 -0.3 0.1
H -0.3 -0.2 0.1
H -0.2 0.5 -0.2
H -0.8 -0.1 0.6
H -0.2 -0.4 -0.2
H 0.2 -0.2 -0.3
H 0.1 -0.1 0.3
H -0.1 0.1 0.2
H 0.2 0.3 -0.2
H 0.0 -0.2 -0.4
H 0.2 0.2 0.7
H -0.2 0.1 0.0
H 0.1 -0.3 -0.2
H 0.1 0.0 -0.1
H -0.2 0.1 -0.4
H -0.1 -0.2 0.6
H -0.4 0.4 0.0
H -0.1 -0.2 -0.2
H -0.1 -0.3 0.6
H -0.1 0.1 0.2
H 0.1 0.3 -0.1
H 0.0 -0.1 0.3
H 0.1 -0.3 -0.2
H 0.3 0.4 0.5
H 0.1 0.0 0.0
H 0.2 -0.2 0.0
H -0.5 -0.6 0.2
H -0.4 0.1 -0.4
H -0.1 0.1 0.2
H 0.5 0.4 0.3
H -0.3 0.2 -0.4
H 0.3 0.2 0.0
H 0.2 -0.1 -0.2
H -0.2 0.1 0.4
H -0.9 -0.3 0.4
H -0.7 -0.5 0.0
H 0.4 -0.3 -1.0
H 0.2 -0.1 -0.2
H 0.0 0.3 0.3
H 0.4 -0.1 -0.8
H 0.0 0.4 -0.4
H -0.2 0.2 0.1
H -0.1 0.2 -0.4
H 0.5 -0.4 0.0
H 0.5 -0.4 0.2
H 0.4 -0.2 -0.5
H 0.0 0.1 -0.2
H -0.1 -0.5 -0.1
H -0.5 0.0 0.3
H -0.4 0.2 0.2
H -0.4 -0.2 -0.4
H -0.6 0.0 -0.1
H 0.0 0.7 0.0
H 0.4 -0.1 0.4
H -0.3 -0.1 0.3
H -0.4 -0.1 -0.1
H -0.5 0.2 -0.3
H -0.5 -0.3 -0.7
H -0.2 0.0 0.4
H 0.4 -0.1 0.0
H -0.4 0.1 0.2
H 0.1 0.4 -0.1
H -0.2 0.0 0.0
H 0.0 0.0 0.2
H 0.4 -0.2 0.3
H -0.3 0.0 -0.2
H -0.1 0.1 -0.4
H -0.1 -0.1 -0.2
H 0.0 0.3 0.1
H 0.3 0.4 0.2
H -1.3 -0.6 0.2
H 0.0 -0.4 0.5
H -0.2 0.1 0.1
H 0.1 -0.3 -0.2
H -0.1 -0.1 -0.2
H 0.2 -0.3 0.1
H -0.1 -0.3 -0.5
H -0.1 0.1 0.0
H 0.3 0.3 0.1
H 0.0 0.0 0.2
H 0.8 -0.2 0.0
H -0.1 -0.1 -0.2

Output
E_HOMO, eV: -8.0
HOMO-LUMO gap, eV: 8.361
Energy, a.u.: -5072.3854
Total charge: 0

Mulliken atomic charge list, values in e, 6 entries: O -0.344; O -0.751; O -0.755; O -0.275; O 0.017; O -0.734